{
  "formula": "CH4BNa6O3",
  "method": "the ωB97M-V functional and the def2-TZVPD basis",
  "e_above_lowest_kcal_mol": 9.3,
  "homo_lumo_gap_ha": 0.2091,
  "total_charge": 3,
  "homo_energy_ev": -18.2,
  "symbols": ["Na", "Na", "Na", "Na", "Na", "Na", "C", "O", "O", "O", "B", "H", "H", "H", "H"],
  "positions_angstrom": [[1.65992, -3.77455, -1.13966], [-0.10887, -0.41837, 2.11613], [-1.13487, -0.12859, -3.13149], [2.79792, -0.84513, 0.26426], [-1.65908, 1.78163, -0.58309], [2.41543, -0.63300, -2.95285], [-0.01499, -1.45345, -0.80785], [0.38123, -1.76320, -2.00171], [-0.86082, -0.54399, -0.61228], [0.58044, -2.05450, 0.17928], [-0.81389, 1.96038, 1.75225], [-0.91699, 3.11196, 1.62418], [-1.85714, 1.48211, 1.66523], [-0.17054, 1.58957, 0.88779], [-0.29775, 1.68914, 2.73982]],
  "forces_ev_per_a": [[-0.9, -0.5, 0.2], [-0.8, 0.0, 0.1], [-0.4, -0.8, 0.1], [-0.2, 0.0, 1.0], [-0.3, 0.2, 1.0], [-0.3, -0.2, -0.8], [0.2, 0.6, 1.1], [1.3, 0.4, -1.7], [-0.2, 0.2, -0.8], [1.0, 0.4, 0.1], [-0.4, 1.0, 0.3], [0.0, 1.0, 0.0], [-1.6, -1.0, -0.1], [1.9, -1.0, -2.1], [0.7, -0.4, 1.5]],
  "mulliken_charge": [0.956, 0.778, 0.893, 0.943, 0.897, 0.980, 0.968, -1.050, -0.695, -0.970, -0.103, -0.083, -0.047, -0.316, -0.149]
}